DFT (ωB97M-V with the def2-TZVPD basis set) results for 2 unconnected molecules or ions with the total composition C4H13N2O2 at a distorted geometry.

Results
* orbital gap: 10.89 eV
* E: -419.9585 Ha
* total charge: +1
* E_HOMO: -13.998 eV
* energy above the lowest of the compared OMol25 structures with the same formula, charge and spin: 42.00 kcal/mol

Last column: Löwdin charge in e.
Atoms and positions in Å:
C 0.47525 1.53860 1.47874  -0.064
C 0.37893 0.75022 0.27240  -0.301
C 0.24467 -0.73516 0.47804  -0.106
C 0.17458 -1.39917 -0.84799  -0.472
N -0.61899 -2.57421 -0.85762  0.175
O 0.70177 -1.06567 -1.93061  0.011
N 1.67420 1.01875 -0.73755  0.193
H 0.22237 2.53869 1.19928  0.084
H 1.38043 1.50070 2.08839  0.105
H -0.32231 1.36728 2.26243  0.133
H -0.42958 1.08098 -0.45849  0.161
H 1.16207 -1.17054 0.98695  0.168
H -0.53900 -1.03432 1.20250  0.144
H -1.03255 -2.97864 -0.09504  0.064
H -0.40913 -3.17446 -1.71597  0.159
H 2.58523 0.67269 -0.44919  0.150
H 1.99238 2.01854 -0.74777  0.170
H 1.43678 0.70853 -1.74203  0.164
H -3.61203 0.60416 0.27344  0.071
H -2.71685 0.17914 -0.81424  0.050
O -2.74824 0.15388 0.15432  -0.059

DFT (ωB97M-V with the def2-TZVPD basis set) results for 4 unconnected molecules or ions with the total composition C4H13N2O3 at a distorted geometry.

Results
* orbital gap: 10.08 eV
* E: -495.1506 Ha
* total charge: +1
* E_HOMO: -13.259 eV
* energy above the lowest of the compared OMol25 structures with the same formula, charge and spin: 61.98 kcal/mol

Last column: Löwdin charge in e.
Atoms and positions in Å:
C -1.24021 -0.65941 -0.11494  -0.013
C -0.12846 0.22568 0.43089  -0.203
C -0.29760 1.48324 1.06801  -0.015
N 0.90376 2.21562 0.96190  0.085
C 1.79461 1.47866 0.22962  -0.015
N 1.14551 0.32462 -0.19313  0.133
H -2.15508 -0.02238 -0.12020  0.102
H -1.36226 -1.39075 0.63126  0.026
H -1.03305 -1.14384 -1.12853  0.124
H -1.28453 1.98193 1.46458  0.176
H 1.08635 3.23725 0.97567  0.187
H 2.71671 1.64345 -0.30352  0.154
H 1.27495 -0.21517 -1.01489  0.141
H 2.31515 -3.10767 0.13483  -0.028
H 1.03179 -3.14237 -0.72254  0.097
O 1.69877 -2.57791 -0.21828  -0.021
H -2.30939 -4.20187 1.05946  0.135
H -0.89065 -3.41306 1.22773  -0.060
O -1.63403 -3.46738 0.77251  -0.042
H -1.15697 3.27711 -1.47215  0.059
H -0.27622 4.14869 -2.03918  0.012
O -0.19915 3.32557 -1.62911  -0.031

DFT (ωB97M-V with the def2-TZVPD basis set) results for 3 unconnected molecules or ions with the total composition C4H13N2O4 at a distorted geometry.

Results
* orbital gap: 8.30 eV
* E: -570.6812 Ha
* total charge: -1
* E_HOMO: -4.698 eV
* energy above the lowest of the compared OMol25 structures with the same formula, charge and spin: 69.52 kcal/mol

Last column: Löwdin charge in e.
Atoms and positions in Å:
O -0.01694 2.87959 1.60176  0.030
C 0.26910 2.03091 0.78880  -0.435
N -0.58008 2.06705 -0.36630  0.005
C -0.44125 1.43642 -1.63070  -0.141
C 1.40671 1.06715 0.78219  -0.149
N 1.11713 -0.32681 0.43112  -0.043
C 1.52083 -1.37686 1.42316  -0.376
O 0.52308 -2.27365 1.56340  -0.158
H -1.26810 2.80586 -0.31815  0.125
H 0.06986 0.42677 -1.65907  0.087
H 0.22537 1.91525 -2.37951  0.074
H -1.45543 1.17505 -1.95284  0.070
H 2.18184 1.36914 0.06298  0.112
H 1.97912 1.03610 1.73284  0.117
H 0.32912 -0.56715 -0.11635  0.041
H 1.72609 -0.98471 2.50521  0.125
H 2.42502 -1.85446 1.00041  0.091
H -1.96800 -1.38585 -0.63929  -0.027
H -2.71800 -0.98033 -1.87211  -0.009
O -2.89474 -0.81010 -0.91305  -0.264
H -0.10228 -2.31209 0.65160  0.028
H -1.38585 -3.06159 -0.22586  -0.026
O -0.94261 -2.27571 -0.47027  -0.277

DFT (ωB97M-V with the def2-TZVPD basis set) results for 2 unconnected molecules or ions with the total composition C4H13N2OS at a distorted geometry.

Results
* orbital gap: 6.42 eV
* E: -743.1253 Ha
* total charge: -1
* E_HOMO: -2.830 eV
* energy above the lowest of the compared OMol25 structures with the same formula, charge and spin: 33.74 kcal/mol

Last column: Löwdin charge in e.
Atoms and positions in Å:
C -1.38010 2.03196 -0.95712  -0.141
N -1.35616 0.86027 -0.02928  -0.111
C -0.14266 -0.05854 -0.03408  -0.390
C 1.09675 0.76717 0.38754  -0.639
S 2.22830 -0.02926 1.66380  0.255
C -0.48831 -1.08610 1.12239  -0.360
N -1.52809 -2.04476 0.87870  -0.037
H -2.12904 2.72172 -0.52118  0.063
H -0.45609 2.62492 -1.03663  0.068
H -1.69548 1.76535 -1.98717  0.061
H -2.17481 0.26595 -0.16177  0.069
H 0.17450 -0.64378 -1.07121  0.167
H 0.80514 1.73610 0.71294  0.023
H 1.58765 1.05977 -0.47413  0.009
H -0.70630 -0.45429 1.96595  0.097
H 0.50089 -1.55142 1.17536  0.018
H -1.46968 -2.36026 -0.11199  0.064
H -2.44730 -1.52343 0.79860  0.060
H 3.26373 -2.06844 -0.97504  0.003
H 2.95334 -0.89571 -0.21645  -0.091
O 3.36372 -1.11722 -1.12925  -0.188

DFT (ωB97M-V with the def2-TZVPD basis set) results for a molecular structure, C4H13N2OS at a distorted geometry.

Results
* 2S+1: 2
* orbital gap (spin up / spin down): 2.10 / 6.49 eV
* E: -742.9330 Ha
* total charge: -2
* <S²>: 0.75
* E_HOMO (spin up / spin down): 3.661 / -0.821 eV
* energy above the lowest of the compared OMol25 structures with the same formula, charge and spin: 58.29 kcal/mol

Last column: Löwdin charge in e.
Atoms and positions in Å:
N -0.38255 0.09871 -1.85178  0.003
C -0.15630 1.02878 -0.74712  -0.535
C -1.24201 0.91417 0.32564  -0.689
S -2.92247 1.26943 -0.29813  0.204
C 1.23491 0.78602 -0.18861  -0.233
N 1.42467 -0.97809 0.16000  -0.082
C 2.54895 -0.91676 1.08813  -0.641
H -0.17277 -0.84729 -1.52314  0.049
H -1.37511 0.08554 -2.07374  0.008
H -0.18269 2.04332 -1.15735  0.108
H -0.98133 1.58453 1.15368  0.036
H -1.16807 -0.10534 0.71640  0.045
H 2.02949 1.22696 -0.84739  0.073
H 1.35799 1.19236 0.80709  0.057
H 1.68847 -0.31608 -0.70265  0.012
H 2.72383 -1.91228 1.49438  -0.022
H 3.49977 -0.60599 0.63647  -0.051
H 2.38005 -0.26122 1.96065  -0.014
H -3.22002 -1.77978 1.01812  -0.007
H -3.46574 -0.77722 -0.12051  -0.132
O -3.61908 -1.72980 0.14988  -0.189

DFT (ωB97M-V with the def2-TZVPD basis set) results for 2 unconnected molecules or ions with the total composition C4H13N2PS at a distorted geometry.

Results
* orbital gap (spin up / spin down): 6.82 / 8.08 eV
* E: -1009.1111 Ha
* total charge: 0
* E_HOMO (spin up / spin down): -7.788 / -7.888 eV
* energy above the lowest of the compared OMol25 structures with the same formula, charge and spin: 76.09 kcal/mol

Last column: Löwdin charge in e.
Atoms and positions in Å:
C -2.03865 1.81790 -0.17001  -0.169
C -1.43737 -1.83880 0.37723  -0.202
C -0.91391 1.17085 0.60563  -0.594
C -0.72969 -1.29853 -0.81503  -0.490
N 3.63049 0.20178 0.14997  -0.186
N 3.51487 0.76349 -1.01330  0.001
P 0.25192 0.23896 -0.39785  0.596
S 1.46058 -0.56663 1.12426  0.283
H -2.70460 0.88734 -0.43581  0.094
H -2.60631 2.46543 0.60975  0.098
H -1.64052 2.39603 -1.02153  0.066
H -2.14755 -1.08737 0.97166  0.111
H -2.05039 -2.58356 0.00458  0.027
H -0.79231 -2.42304 1.10562  0.075
H -1.28282 0.70270 1.45716  0.035
H -0.22748 1.92492 0.88048  0.034
H -1.25244 -0.99558 -1.64866  0.032
H 0.00242 -1.92251 -1.23206  0.042
H 3.47363 -0.79135 0.19397  0.008
H 3.81816 0.77954 1.00976  0.125
H 3.67197 0.15842 -1.75582  0.012

Question: Which value of E does entry 2 give?
Answer: -495.1506 Ha